(1)
The following is a DFT calculation (ωB97M-V/def2-TZVPD) of C25H74B2F3N6O10SV as an isolated structure in a non-equilibrium geometry.

```
! wB97M-V def2-TZVPD RIJCOSX def2/J DEFGRID3
* xyz -1 2
O 1.30 -0.56 2.86
V 1.54 -1.62 1.69
B 0.26 -0.17 0.33
H 1.26 0.28 0.60
H -0.20 0.29 -0.62
H 0.41 -1.28 0.16
H -0.46 -0.14 1.23
B 2.02 -3.40 0.11
H 2.16 -2.31 -0.18
H 1.16 -3.53 0.84
H 1.82 -4.02 -0.84
H 2.93 -3.80 0.71
C 5.75 0.52 0.96
F 6.02 0.83 2.23
F 5.07 1.55 0.43
F 6.88 0.30 0.30
S 4.70 -1.02 0.73
O 4.43 -1.07 -0.70
O 5.56 -2.06 1.27
O 3.47 -0.86 1.53
C -4.90 2.76 -5.18
C -5.10 1.63 -4.15
C -3.86 1.42 -3.28
O -4.06 0.24 -2.54
C -3.13 0.09 -1.48
N -6.27 1.92 -3.28
H -3.88 2.79 -5.58
H -4.97 3.69 -4.60
H -5.59 2.78 -6.01
H -5.36 0.74 -4.73
H -3.81 2.34 -2.67
H -2.93 1.35 -3.86
H -3.51 0.64 -0.60
H -2.17 0.54 -1.71
H -3.13 -0.95 -1.18
H -5.86 2.43 -2.48
H -6.41 1.08 -2.72
C 1.61 -0.57 -5.02
C 1.77 0.42 -3.85
C 0.55 1.33 -3.73
O 0.63 2.48 -4.58
C -0.47 3.33 -4.46
N 1.93 -0.39 -2.64
H 1.76 -0.10 -5.99
H 0.66 -1.10 -5.02
H 2.44 -1.27 -4.93
H 2.70 0.98 -3.93
H 0.41 1.66 -2.69
H -0.32 0.75 -4.07
H -0.67 3.68 -3.44
H -1.38 2.89 -4.89
H -0.28 4.21 -5.08
H 1.04 -0.73 -2.28
H 2.20 0.25 -1.89
C 0.87 2.37 7.39
C -0.25 1.52 6.78
C -0.49 1.75 5.30
O -1.78 1.21 5.01
C -2.02 1.14 3.61
N 0.09 0.11 7.07
H 1.84 2.07 6.99
H 0.90 2.23 8.47
H 0.67 3.42 7.15
H -1.17 1.83 7.28
H 0.24 1.26 4.65
H -0.52 2.82 5.06
H -1.25 0.68 2.99
H -2.22 2.15 3.24
H -2.97 0.60 3.57
H 0.50 0.11 8.00
H -0.78 -0.41 7.14
C 1.03 -2.39 5.22
C 1.15 -3.49 4.15
C -0.12 -3.81 3.40
O -0.44 -2.70 2.56
C -1.82 -2.46 2.39
N 2.25 -3.23 3.20
H 0.48 -2.69 6.11
H 0.57 -1.45 4.92
H 2.08 -2.17 5.42
H 1.36 -4.42 4.70
H -0.94 -4.03 4.09
H 0.01 -4.69 2.76
H -2.34 -3.28 1.89
H -1.89 -1.58 1.76
H -2.29 -2.36 3.38
H 3.06 -3.05 3.78
H 2.43 -4.13 2.76
C -2.37 -3.12 -3.29
C -1.29 -4.00 -2.68
C 0.13 -3.69 -3.20
O 0.35 -3.77 -4.60
C 0.23 -5.08 -5.09
N -1.37 -3.92 -1.21
H -2.44 -2.13 -2.84
H -3.28 -3.71 -3.15
H -2.13 -2.84 -4.32
H -1.52 -5.04 -2.93
H 0.88 -4.32 -2.72
H 0.28 -2.67 -2.85
H -0.67 -5.57 -4.70
H 1.11 -5.63 -4.72
H 0.29 -5.14 -6.18
H -0.44 -3.83 -0.79
H -1.79 -3.01 -1.01
C 0.44 5.08 1.93
C 0.36 4.14 0.74
C 1.71 3.87 0.08
O 2.08 5.06 -0.60
C 3.21 4.99 -1.40
N -0.29 2.88 1.08
H 0.71 6.10 1.64
H 1.09 4.68 2.71
H -0.56 5.12 2.37
H -0.15 4.65 -0.09
H 1.64 3.05 -0.64
H 2.51 3.65 0.80
H 4.13 4.54 -1.01
H 3.38 5.99 -1.80
H 3.13 4.43 -2.35
H 0.01 2.20 0.39
H -1.30 2.85 1.09
*
```

As for the HOMO-LUMO gap (alpha / beta): 8.506 / 8.507 eV.



(2)
The following is a DFT calculation (ωB97M-V/def2-TZVPD) of C31H28FeNO as an isolated structure in a non-equilibrium geometry.

```
! wB97M-V def2-TZVPD RIJCOSX def2/J DEFGRID3
* xyz -1 5
C -1.30 4.39 -1.86
C -1.07 2.98 -1.35
N -0.57 2.95 -0.05
C -0.41 1.79 0.69
C -0.56 1.88 2.15
C -0.75 3.12 2.77
C -0.99 3.24 4.15
C -1.06 2.05 4.98
C -1.32 2.21 6.36
C -1.51 3.46 6.92
C -1.44 4.62 6.11
C -1.19 4.50 4.75
C -0.86 0.80 4.34
C -0.64 0.71 2.97
C -0.24 0.52 0.08
O -1.33 1.96 -1.98
H -0.41 5.03 -1.70
H -1.51 4.33 -2.93
H -2.17 4.83 -1.37
H -0.43 3.87 0.34
H -0.78 4.04 2.19
H -1.38 1.31 6.98
H -1.74 3.57 7.98
H -1.58 5.61 6.55
H -1.14 5.38 4.09
H -0.93 -0.10 4.95
H -0.55 -0.28 2.52
H 0.44 -0.12 0.67
H -1.18 0.18 -0.39
C 1.26 -1.52 -5.59
C 0.11 -1.66 -4.71
C 0.13 -3.00 -4.14
C 1.29 -3.69 -4.67
C 1.99 -2.78 -5.57
Fe 1.81 -2.01 -3.76
C 3.50 -2.37 -2.82
C 3.46 -0.99 -3.28
C 2.27 -0.37 -2.75
C 1.58 -1.34 -1.89
C 0.33 -1.12 -1.17
C -0.13 -2.24 -0.30
C -1.52 -2.45 -0.19
C -2.04 -3.22 0.85
C -1.18 -3.90 1.72
C 0.20 -3.82 1.54
C 0.74 -2.95 0.58
C 2.35 -2.60 -1.98
H 1.49 -0.66 -6.22
H -0.69 -0.92 -4.59
H -0.64 -3.44 -3.52
H 1.54 -4.74 -4.51
H 2.85 -3.03 -6.18
H 4.30 -3.09 -3.03
H 4.21 -0.48 -3.88
H 1.94 0.67 -2.83
H -0.40 -0.69 -1.87
H -2.18 -1.94 -0.90
H -3.13 -3.30 0.95
H -1.60 -4.50 2.54
H 0.87 -4.42 2.16
H 1.82 -2.80 0.55
H 2.09 -3.50 -1.44
*
```

As for the HOMO-LUMO gap (alpha / beta): 4.065 / 5.794 eV.



(3)
The following is a DFT calculation (ωB97M-V/def2-TZVPD) of one molecule with the formula C5H6N2 in a non-equilibrium geometry.

```
! wB97M-V def2-TZVPD RIJCOSX def2/J DEFGRID3
* xyz 0 1
C -2.27 -0.08 -0.10
C -0.71 0.10 0.03
N -0.06 -1.08 -0.13
C 1.35 -1.06 0.05
C 2.03 0.03 -0.17
C 1.17 1.10 -0.04
N -0.22 1.26 0.02
H -2.82 0.53 -0.84
H -2.51 -1.28 -0.15
H -2.49 0.13 1.09
H 1.86 -1.98 0.30
H 3.20 0.19 -0.07
H 1.48 2.13 0.02
*
```

As for the HOMO-LUMO gap: 10.011 eV. The energy above the lowest of the compared OMol25 structures with the same formula, charge and spin is 239.8 kJ/mol.



(4)
The following is a DFT calculation (ωB97M-V/def2-TZVPD) of one molecule with the formula C3H2ClF3 in a non-equilibrium geometry.

```
! wB97M-V def2-TZVPD RIJCOSX def2/J DEFGRID3
* xyz 0 1
C 0.25 -0.40 -0.06
C 1.09 0.04 -0.99
F 2.31 0.55 -0.67
C 0.68 0.14 -2.73
F -0.69 0.14 -2.71
F 1.07 -0.89 -3.44
Cl 1.31 1.65 -3.51
H 0.59 -0.58 0.93
H -0.76 -0.92 -0.33
*
```

As for the HOMO-LUMO gap: 11.564 eV. The energy above the lowest of the compared OMol25 structures with the same formula, charge and spin is 71.0 kJ/mol.



(5)
The following is a DFT calculation (ωB97M-V/def2-TZVPD) of one molecule with the formula C5H14N2 in a non-equilibrium geometry.

```
! wB97M-V def2-TZVPD RIJCOSX def2/J DEFGRID3
* xyz 0 1
C 0.23 1.92 -2.17
C 0.10 0.64 -1.37
C -1.28 0.44 -0.70
N -1.22 -0.04 0.69
C -0.67 -1.37 0.86
C 0.57 -1.52 1.83
N 1.50 -0.43 1.75
H 0.15 2.79 -1.52
H 1.23 1.97 -2.62
H -0.40 2.01 -3.06
H 0.87 0.64 -0.60
H 0.29 -0.27 -1.95
H -1.82 -0.32 -1.26
H -1.88 1.34 -0.66
H -0.74 0.61 1.29
H -1.43 -2.00 1.31
H -0.39 -1.88 -0.07
H 0.11 -1.70 2.79
H 1.00 -2.47 1.49
H 1.32 0.32 2.39
H 2.46 -0.68 1.59
*
```

As for the HOMO-LUMO gap: 9.299 eV. The energy above the lowest of the compared OMol25 structures with the same formula, charge and spin is 119.2 kJ/mol.



(6)
The following is a DFT calculation (ωB97M-V/def2-TZVPD) of C54H41HgN2O5P2S as an isolated structure.

```
! wB97M-V def2-TZVPD RIJCOSX def2/J DEFGRID3
* xyz 0 2
Hg -0.53 0.09 0.01
O 1.92 1.65 -0.55
S 2.41 0.33 0.03
C 3.35 0.53 1.43
C 4.59 1.25 1.35
C 5.53 1.15 2.35
C 5.26 0.34 3.45
C 6.07 0.05 4.69
C 5.17 -0.88 5.55
C 3.85 -0.92 4.81
C 2.63 -1.49 5.15
C 1.56 -1.30 4.31
C 1.66 -0.59 3.08
P 0.12 0.04 2.40
C -1.25 -0.93 3.12
C -2.38 -0.32 3.65
C -3.49 -1.08 3.99
C -3.47 -2.46 3.83
C -2.34 -3.08 3.31
C -1.24 -2.32 2.95
C -0.03 1.74 3.03
C -0.98 2.59 2.47
C -1.10 3.89 2.93
C -0.27 4.35 3.95
C 0.68 3.50 4.50
C 0.80 2.19 4.05
C 2.93 -0.12 2.64
C 3.98 -0.24 3.60
C 3.51 -0.21 -1.27
C 4.72 -0.78 -0.98
C 5.62 -1.19 -1.99
C 5.27 -0.98 -3.29
C 6.02 -1.25 -4.57
C 5.08 -0.73 -5.70
C 3.84 -0.27 -4.98
C 2.67 0.25 -5.45
C 1.66 0.55 -4.51
C 1.79 0.41 -3.14
P 0.22 0.75 -2.25
C -0.14 2.52 -2.42
C 0.80 3.42 -2.88
C 0.50 4.77 -2.93
C -0.75 5.22 -2.52
C -1.69 4.32 -2.04
C -1.39 2.97 -1.98
C -1.01 -0.08 -3.33
C -1.04 -1.47 -3.26
C -1.96 -2.20 -3.99
C -2.88 -1.53 -4.80
C -2.86 -0.15 -4.88
C -1.92 0.58 -4.15
C 3.05 -0.05 -2.62
C 4.01 -0.42 -3.59
H 4.79 1.85 0.47
H 6.47 1.69 2.27
H 6.31 0.97 5.23
H 7.03 -0.43 4.45
H 5.05 -0.52 6.57
H 5.60 -1.89 5.62
H 2.50 -2.03 6.08
H 0.59 -1.66 4.62
H -2.41 0.76 3.76
H -4.37 -0.59 4.38
H -4.33 -3.05 4.12
H -2.31 -4.15 3.20
H -0.36 -2.80 2.53
H -1.64 2.25 1.67
H -1.83 4.55 2.49
H -0.35 5.37 4.30
H 1.33 3.85 5.29
H 1.54 1.53 4.48
H 5.00 -0.90 0.06
H 6.57 -1.63 -1.72
H 6.23 -2.31 -4.69
H 6.98 -0.73 -4.58
H 4.84 -1.52 -6.42
H 5.53 0.08 -6.26
H 2.49 0.40 -6.50
H 0.71 0.90 -4.90
H 1.78 3.07 -3.17
H 1.24 5.48 -3.29
H -0.98 6.28 -2.56
H -2.65 4.67 -1.70
H -2.12 2.28 -1.57
H -0.34 -1.99 -2.62
H -1.98 -3.28 -3.93
H -3.62 -2.09 -5.36
H -3.57 0.37 -5.50
H -1.91 1.66 -4.22
C -0.90 -4.13 -0.45
C -2.06 -3.22 -0.24
N -1.99 -1.93 -0.03
C -3.28 -1.47 0.13
C -4.14 -2.52 0.05
N -3.35 -3.63 -0.18
C -5.63 -2.61 0.16
O -6.06 -3.07 1.36
O -6.38 -2.36 -0.73
C -3.63 -0.04 0.44
O -4.75 0.18 0.87
O -2.69 0.81 0.25
H 0.01 -3.53 -0.53
H -1.01 -4.72 -1.36
H -0.78 -4.81 0.39
H -3.68 -4.56 -0.35
H -5.34 -2.99 2.00
*
```

As for the HOMO-LUMO gap (alpha / beta): 4.616 / 7.294 eV.



(7)
The following is a DFT calculation (ωB97M-V/def2-TZVPD) of a 2-piece molecular cluster, C3H6O3S overall in a non-equilibrium geometry.

```
! wB97M-V def2-TZVPD RIJCOSX def2/J DEFGRID3
* xyz -2 1
O -0.55 -1.34 -0.51
C 0.27 -0.71 0.20
O 1.53 -0.82 0.15
C -0.26 0.23 1.31
C -0.55 1.64 0.68
S -1.42 2.81 1.79
H 0.47 0.31 2.11
H -1.15 -0.13 1.85
H 0.43 2.04 0.39
H -1.17 1.48 -0.24
H 0.07 -1.87 -2.85
H 1.30 -1.62 -2.01
O 1.03 -2.02 -2.86
*
```

As for the HOMO-LUMO gap: 5.622 eV. The energy above the lowest of the compared OMol25 structures with the same formula, charge and spin is 24.3 kJ/mol.



(8)
The following is a DFT calculation (ωB97M-V/def2-TZVPD) of a 9-piece molecular cluster, H19O9 overall in a non-equilibrium geometry.

```
! wB97M-V def2-TZVPD RIJCOSX def2/J DEFGRID3
* xyz 1 1
O 2.40 -1.53 2.40
H 3.36 -1.60 2.62
H -2.28 -3.29 -0.35
O 2.13 1.03 1.95
H 2.29 0.11 2.27
O -1.20 -1.05 -3.14
H 2.01 -0.92 0.16
H -0.31 -1.00 -3.48
O 2.37 -0.32 -0.52
H 2.17 -2.47 2.43
H 2.69 1.67 2.42
O -1.52 -0.10 0.95
H -1.59 1.16 -2.58
H -1.63 -0.27 1.89
O -2.10 1.88 -2.18
H -2.54 1.55 -1.40
H -1.85 -0.88 0.43
O -1.37 2.82 0.54
H -1.51 -1.57 -3.91
H -1.71 2.79 -0.35
O 0.41 1.40 0.11
H 3.28 -0.20 -0.20
H -1.97 2.24 1.01
O -1.79 -2.50 -0.55
H 1.22 0.76 -0.28
H -0.43 0.76 0.42
H 0.99 1.82 0.80
H -1.53 -2.30 -1.47
*
```

As for the HOMO-LUMO gap: 10.510 eV. The energy above the lowest of the compared OMol25 structures with the same formula, charge and spin is 223.6 kJ/mol.



Respective calculated total energy values: -102565.669 -70519.733 -8259.873 -23816.560 -8391.383 -103469.571 -20186.117 -18729.367 eV.